<i>
# C4H9NO

A cluster of 2 separate species, C4H9NO in total (ωB97M-V with the def2-TZVPD basis set, the Open Molecules 2025 dataset).

The geometry in XYZ format:
```
15
Properties=species:S:1:pos:R:3
C 1.0223 -0.7529 -2.4890
C 0.0113 -1.1768 -1.4468
C -0.8206 -2.2517 -1.7473
C 0.5576 0.4969 0.0564
N -0.3605 -0.3144 -0.3638
H 1.1411 0.2860 -2.4477
H 1.8621 -1.4321 -2.5346
H 0.5696 -1.1117 -3.6037
H -1.6621 -2.3651 -1.0568
H -0.7996 -3.0542 -2.6061
H 0.6570 0.4420 1.0785
H 1.2693 1.1538 -0.3628
H -1.0076 2.7373 6.2524
H -1.3952 3.7186 5.1591
O -1.0445 3.6243 6.1122
```

- expectation value of S² = 0.762
- HOMO energy (spin up / spin down) (eV) = -0.19 / -2.37
- total charge = -1
- multiplicity = 2
- HOMO-LUMO gap (spin up / spin down) (eV) = 3.25 / 5.40

Here are the natural (NBO) charges for atoms 1 to 5, given in e: number 1, C, carries -0.66; number 2, C, carries 0.14; number 3, C, carries -0.65; number 4, C, carries -0.39; number 5, N, carries -0.60

<ii>
# C4H9NO

A cluster of 2 separate species, C4H9NO in total (ωB97M-V with the def2-TZVPD basis set, the Open Molecules 2025 dataset).

The geometry in XYZ format:
```
15
Properties=species:S:1:pos:R:3
C -1.4872 0.9408 -0.5893
C -0.1972 0.6142 0.0558
C 0.8378 1.5442 0.0021
C -0.5832 -1.4534 1.4173
N -0.0511 -0.7840 0.4704
H -2.3763 0.5739 0.0104
H -1.5291 0.5613 -1.5905
H -1.4909 1.9887 -0.7578
H 1.7631 1.3968 0.4945
H 0.8521 2.5641 -0.4955
H -0.2991 -2.4118 1.5271
H -1.4405 -0.9866 1.8940
H 2.3549 -1.4241 -0.1483
H 1.3677 -1.6105 -1.2603
O 2.2790 -1.5137 -1.0299
```

- expectation value of S² = 0.756
- HOMO energy (spin up / spin down) (eV) = 0.37 / -2.96
- total charge = -1
- multiplicity = 2
- HOMO-LUMO gap (spin up / spin down) (eV) = 4.02 / 7.29

Here are the natural (NBO) charges for atoms 1 to 5, given in e: number 1, C, carries -0.66; number 2, C, carries 0.16; number 3, C, carries -0.62; number 4, C, carries -0.41; number 5, N, carries -0.63

It turns out <ii> is the most stable, with the second structure 0.797 eV higher.

<i>
# C29H35F5GeN5O5SSn

A structure of composition C29H35F5GeN5O5SSn (ωB97M-V with the def2-TZVPD basis set, the Open Molecules 2025 dataset).

The geometry in XYZ format:
```
82
Properties=species:S:1:pos:R:3
Sn 0.6516 -0.0102 -0.1030
C 2.4259 2.1038 4.0117
C 2.1043 2.1611 2.5085
C 3.4234 2.0564 1.7355
C 1.4370 3.5060 2.1873
O 1.2794 1.0966 2.1252
Ge -0.2322 0.4700 3.0726
O -1.2544 1.1581 1.6657
C -2.6093 1.5114 1.6553
C -2.9738 2.3411 2.8986
C -2.8534 2.3489 0.3965
C -3.4887 0.2553 1.6083
O -0.0425 -1.1547 2.0575
C -0.1699 -2.5073 2.4221
C -0.6296 -2.6427 3.8811
C 1.1885 -3.2077 2.2667
C -1.1851 -3.1902 1.5007
H 3.1723 2.8579 4.2699
H 1.5248 2.2712 4.6046
H 2.8161 1.1134 4.2547
H 4.1368 2.8040 2.0892
H 3.8330 1.0556 1.8696
H 3.2365 2.2056 0.6730
H 2.0944 4.3377 2.4527
H 1.2073 3.5536 1.1217
H 0.4978 3.5956 2.7375
H -2.3238 3.2170 2.9592
H -4.0150 2.6684 2.8617
H -2.8213 1.7414 3.7992
H -2.1782 3.2066 0.3906
H -2.6329 1.7459 -0.4860
H -3.8874 2.6989 0.3529
H -3.3134 -0.3513 2.5018
H -4.5478 0.5159 1.5537
H -3.2172 -0.3375 0.7335
H 0.1075 -2.1758 4.5379
H -1.5852 -2.1313 4.0124
H -0.7377 -3.6931 4.1567
H 1.9552 -2.6299 2.7853
H 1.1545 -4.2233 2.6680
H 1.4537 -3.2538 1.2087
H -2.1743 -2.7486 1.6328
H -0.8841 -3.0360 0.4656
H -1.2345 -4.2625 1.7059
O 2.8449 -0.8047 0.7664
N 3.4709 -1.7211 0.1712
N 2.9869 -2.0694 -0.9613
O 1.9336 -1.5356 -1.5167
C 3.6796 -3.0925 -1.6689
C 4.5354 -3.9682 -0.9999
C 5.2064 -4.9442 -1.7129
C 5.0327 -5.0559 -3.0872
C 4.1592 -4.1983 -3.7384
C 3.4754 -3.2193 -3.0352
H 4.6491 -3.8672 0.0679
H 5.8613 -5.6326 -1.1935
H 5.5658 -5.8178 -3.6422
H 4.0078 -4.2983 -4.8053
H 2.7783 -2.5494 -3.5187
F -5.1783 5.5764 -4.1315
C -4.2359 4.6955 -3.7349
C -4.5483 3.3569 -3.5616
F -5.8062 2.9468 -3.7981
C -3.5806 2.4617 -3.1568
F -3.9346 1.1845 -3.0088
C -2.2424 2.8362 -2.9087
S -1.0356 1.7095 -2.4756
C -1.9807 4.2077 -3.0907
F -0.7396 4.6749 -2.8804
C -2.9400 5.1115 -3.4952
F -2.6222 6.4116 -3.6661
N -1.2667 -1.5211 -1.3275
C -1.9075 -1.8946 -2.2164
C -2.6630 -2.4198 -3.2640
C -2.0196 -2.9628 -4.3915
N -1.5198 -3.4327 -5.3243
C -4.0679 -2.4688 -3.2078
N -5.2216 -2.5574 -3.1829
C 2.0436 1.8394 -1.4230
H 3.0456 1.5472 -1.1189
H 1.7203 2.8252 -1.1109
H 1.8055 1.6055 -2.4528
```

- expectation value of S² = 0.769
- HOMO energy (spin up / spin down) (eV) = -1.91 / -1.91
- total charge = -2
- multiplicity = 2
- HOMO-LUMO gap (spin up / spin down) (eV) = 5.99 / 5.41

Here are the Löwdin charges for atoms 1 to 5, given in e: number 1, Sn, carries 1.44; number 2, C, carries -0.08; number 3, C, carries -0.71; number 4, C, carries -0.04; number 5, C, carries -0.03

<ii>
# C29H35F5GeN5O5SSn

A structure of composition C29H35F5GeN5O5SSn (ωB97M-V with the def2-TZVPD basis set, the Open Molecules 2025 dataset).

The geometry in XYZ format:
```
82
Properties=species:S:1:pos:R:3
Sn -0.7977 -0.6387 -0.5517
C -0.3902 -3.9726 2.5191
C -0.6075 -3.6307 1.0492
C -2.0861 -3.7635 0.7145
C 0.2218 -4.5466 0.1567
O -0.1936 -2.2528 0.8591
Ge 1.6679 -1.7335 1.0298
O 1.4910 -1.4998 -0.8403
C 2.5273 -1.0313 -1.7077
C 3.4415 -2.2147 -2.0139
C 1.8492 -0.5376 -2.9822
C 3.3048 0.1159 -1.0669
O 0.9950 -0.0030 1.2449
C 1.1008 0.8250 2.3961
C 0.9656 -0.0081 3.6712
C -0.0277 1.8473 2.3239
C 2.4508 1.5380 2.3458
H -0.6996 -5.0025 2.7074
H 0.6633 -3.8674 2.7901
H -0.9807 -3.3006 3.1451
H -2.4288 -4.7607 0.9959
H -2.6623 -3.0151 1.2577
H -2.2586 -3.6441 -0.3543
H -0.1101 -5.5781 0.2824
H 0.1073 -4.2722 -0.8920
H 1.2820 -4.4937 0.4199
H 2.8645 -3.0294 -2.4546
H 4.2333 -1.9238 -2.7088
H 3.9046 -2.5820 -1.0949
H 1.2158 -1.3232 -3.3999
H 1.2477 0.3493 -2.7680
H 2.5959 -0.2584 -3.7294
H 3.8115 -0.2163 -0.1559
H 4.0641 0.4863 -1.7599
H 2.6297 0.9390 -0.8280
H 0.0317 -0.5743 3.6432
H 1.7953 -0.7128 3.7690
H 0.9598 0.6369 4.5534
H -0.9927 1.3454 2.4202
H 0.0608 2.5749 3.1350
H 0.0175 2.3802 1.3717
H 3.2654 0.8085 2.3539
H 2.5151 2.1246 1.4272
H 2.5731 2.2056 3.2035
O -2.4774 -0.5660 0.9404
N -3.0521 0.5548 1.1832
N -2.8711 1.4336 0.2853
O -2.1820 1.2184 -0.7935
C -3.3616 2.7631 0.5222
C -4.5114 2.9547 1.2719
C -4.9483 4.2513 1.4956
C -4.2416 5.3270 0.9736
C -3.0929 5.1081 0.2251
C -2.6413 3.8183 -0.0138
H -5.0424 2.1014 1.6687
H -5.8466 4.4193 2.0766
H -4.5873 6.3378 1.1525
H -2.5270 5.9400 -0.1728
H -1.7323 3.6323 -0.5777
F 3.8145 8.2983 -2.1628
C 3.1436 7.1462 -1.9522
C 1.7954 7.1585 -1.6498
F 1.1487 8.3382 -1.5659
C 1.1202 5.9731 -1.4366
F -0.1916 6.0754 -1.1490
C 1.7248 4.7069 -1.5024
S 0.8537 3.2462 -1.2189
C 3.0929 4.7507 -1.8174
F 3.7924 3.6087 -1.9165
C 3.7867 5.9248 -2.0349
F 5.1009 5.8968 -2.3309
N -1.2973 -6.3925 -2.7452
C -1.6499 -7.1430 -1.9378
C -2.0715 -8.0583 -0.9489
C -2.5110 -9.3450 -1.3170
N -2.8742 -10.4029 -1.6179
C -2.0295 -7.6927 0.4105
N -1.9865 -7.3840 1.5264
C -1.7081 -1.8131 -2.1407
H -2.7518 -1.9972 -1.8930
H -1.1665 -2.7504 -2.2566
H -1.6394 -1.2278 -3.0572
```

- expectation value of S² = 0.755
- HOMO energy (spin up / spin down) (eV) = -2.45 / -2.69
- total charge = -2
- multiplicity = 2
- HOMO-LUMO gap (spin up / spin down) (eV) = 6.41 / 6.46

Here are the Löwdin charges for atoms 1 to 5, given in e: number 1, Sn, carries 1.37; number 2, C, carries -0.05; number 3, C, carries -0.66; number 4, C, carries -0.03; number 5, C, carries -0.04

It turns out <ii> is the most stable, with the second structure 1.814 eV higher.

<i>
# C2H3Cl

The molecule C2H3Cl (ωB97M-V with the def2-TZVPD basis set, the Open Molecules 2025 dataset).

The geometry in XYZ format:
```
6
Properties=species:S:1:pos:R:3
C 0.4630 0.3323 0.2128
C -0.5240 -0.4883 -0.0502
H 1.0766 0.3182 1.1507
H -0.9900 -0.5075 -0.9791
H -1.1001 -1.0747 0.6929
Cl 1.0746 1.4200 -1.0272
```

- structure (SMILES) = C=CCl
- HOMO energy (eV) = -9.89
- total charge = 0
- HOMO-LUMO gap (eV) = 11.07

Here are the natural (NBO) charges for atoms 1 to 5, given in e: number 1, C, carries -0.20; number 2, C, carries -0.41; number 3, H, carries 0.22; number 4, H, carries 0.20; number 5, H, carries 0.22

<ii>
# C2H3Cl

The molecule C2H3Cl (ωB97M-V with the def2-TZVPD basis set, the Open Molecules 2025 dataset).

The geometry in XYZ format:
```
6
Properties=species:S:1:pos:R:3
C -0.6677 -0.3838 0.0189
C 0.3641 0.4157 -0.0402
Cl 2.0436 -0.0662 -0.0129
H -1.6895 -0.1593 0.0921
H -0.3900 -1.3600 -0.0036
H 0.3394 1.5537 -0.0543
```

- structure (SMILES) = C=CCl
- HOMO energy (eV) = -9.93
- total charge = 0
- HOMO-LUMO gap (eV) = 11.11

Here are the natural (NBO) charges for atoms 1 to 5, given in e: number 1, C, carries -0.42; number 2, C, carries -0.19; number 3, Cl, carries -0.02; number 4, H, carries 0.22; number 5, H, carries 0.20

It turns out <i> is the most stable, with the second structure 0.110 eV higher.